DFT (ωB97M-V with the def2-TZVPD basis set) results for one molecule with the formula C14H11F3N2O3S.

```
34
Properties=species:S:1:pos:R:3
C -0.1589 -1.4998 3.4689
C -0.0270 -1.6083 1.9777
C 0.4410 -2.7853 1.4112
C 0.5803 -2.9213 0.0403
C 0.2337 -1.8508 -0.7576
S 0.4714 -1.9898 -2.5161
O -0.3626 -1.0913 -3.2438
O 0.5460 -3.3606 -2.9121
C 2.2479 -1.3234 -2.6642
F 2.6835 -1.3179 -3.9144
F 2.3196 -0.0846 -2.1767
F 3.0615 -2.0901 -1.9312
C -0.2364 -0.6615 -0.2420
C -0.3727 -0.5310 1.1386
N -0.8535 0.6383 1.7195
C -1.1227 1.8447 1.1192
O -0.9553 2.0839 -0.0534
C -1.6292 2.8697 2.0768
C -2.4718 2.5813 3.1475
C -2.9015 3.6194 3.9568
C -2.4741 4.9067 3.6625
N -1.6841 5.1921 2.6419
C -1.2801 4.2060 1.8682
H 0.1865 -2.4147 3.9418
H 0.4394 -0.6748 3.8567
H -1.1985 -1.3459 3.7604
H 0.7047 -3.6102 2.0554
H 0.9384 -3.8302 -0.4133
H -0.4962 0.1470 -0.9048
H -0.9615 0.6031 2.7224
H -2.8200 1.5731 3.3302
H -3.5615 3.4353 4.7901
H -2.7846 5.7504 4.2641
H -0.6419 4.4714 1.0366
```

Properties
Net charge = 0
SMILES = Cc1ccc(S(=O)(=O)C(F)(F)F)cc1NC(=O)c1cccnc1
Molar mass = 344.3 g mol⁻¹
DFT total energy = -42806.89840 eV
Orbital gap = 9.211 eV